(w)
The following is a quantum chemistry calculation of a cluster of 29 separate species, H58O29 in total, from OMol25.

## Properties
Orbital gap   8.4 eV
HOMO   -9.7 eV
2S+1   1

Last columns: bonded neighbours and bond lengths (Å).
Geometry (Å):
1 O -0.01 0.48 5.07  H2 0.957, H3 0.957
2 H 0.35 1.29 5.44  O1 0.957
3 H -0.54 0.78 4.32  O1 0.957
4 O 3.94 -2.96 -0.54  H5 0.957, H6 0.957
5 H 4.00 -2.46 0.28  O4 0.957
6 H 3.66 -2.32 -1.19  O4 0.957
7 O -2.37 2.55 0.76  H8 0.957, H9 0.957
8 H -3.25 2.70 1.12  O7 0.957
9 H -1.89 3.36 0.93  O7 0.957
10 O 2.94 -1.79 1.97  H11 0.957, H12 0.957
11 H 2.56 -1.67 2.85  O10 0.957
12 H 2.23 -1.55 1.38  O10 0.957
13 O -3.57 0.43 -3.79  H14 0.957, H15 0.957
14 H -3.16 0.97 -4.46  O13 0.957
15 H -3.04 0.58 -3.00  O13 0.957
16 O 2.68 2.18 -2.96  H17 0.957, H18 0.957
17 H 2.14 2.84 -3.40  O16 0.957
18 H 3.48 2.14 -3.48  O16 0.957
19 O 1.91 -1.47 4.64  H20 0.957, H21 0.957
20 H 2.00 -1.74 5.56  O19 0.957
21 H 1.39 -0.66 4.68  O19 0.957
22 O 2.30 4.23 2.07  H23 0.957, H24 0.957
23 H 3.21 4.36 1.80  O22 0.957
24 H 1.90 3.72 1.37  O22 0.957
25 O -1.60 3.85 -2.88  H26 0.957, H27 0.957
26 H -2.07 4.65 -2.67  O25 0.957
27 H -2.17 3.39 -3.50  O25 0.957
28 O 0.64 -0.02 0.08  H29 0.957, H30 0.957
29 H 0.22 -0.58 0.74  O28 0.957
30 H -0.09 0.29 -0.46  O28 0.957
31 O -1.00 -0.92 -5.60  H32 0.957, H33 0.957
32 H -0.82 -1.11 -4.68  O31 0.957
33 H -0.64 -0.04 -5.74  O31 0.957
34 O 0.71 3.73 -4.22  H35 0.957, H36 0.957
35 H -0.05 3.77 -3.64  O34 0.957
36 H 1.14 4.58 -4.11  O34 0.957
37 O -1.83 0.52 -1.16  H38 0.957, H39 0.957
38 H -1.98 1.31 -0.64  O37 0.957
39 H -2.42 -0.13 -0.78  O37 0.957
40 O 1.92 -2.04 -3.92  H41 0.957, H42 0.957
41 H 0.98 -2.01 -3.77  O40 0.957
42 H 2.29 -1.52 -3.20  O40 0.957
43 O 1.21 -3.98 -0.22  H44 0.957, H45 0.957
44 H 2.14 -3.74 -0.24  O43 0.957
45 H 1.20 -4.86 0.15  O43 0.957
46 O 4.10 1.44 3.27  H47 0.957, H48 0.957
47 H 4.74 2.00 2.85  O46 0.957
48 H 3.28 1.93 3.21  O46 0.957
49 O 5.76 -0.98 -2.50  H50 0.957, H51 0.957
50 H 6.18 -0.18 -2.81  O49 0.957
51 H 4.89 -0.70 -2.22  O49 0.957
52 O -1.33 0.95 2.63  H53 0.957, H54 0.957
53 H -2.10 0.39 2.56  O52 0.957
54 H -1.31 1.43 1.80  O52 0.957
55 O -0.71 5.08 0.06  H56 0.957, H57 0.957
56 H -1.50 5.34 -0.40  O55 0.957
57 H -0.36 4.35 -0.45  O55 0.957
58 O 1.95 2.56 0.15  H59 0.957, H60 0.957
59 H 2.34 2.74 -0.71  O58 0.957
60 H 1.45 1.76 0.03  O58 0.957
61 O 0.59 -3.62 3.12  H62 0.957, H63 0.957
62 H 1.32 -3.18 3.55  O61 0.957
63 H 0.28 -2.99 2.46  O61 0.957
64 O 2.61 -0.51 -1.62  H65 0.957, H66 0.957
65 H 2.03 -0.32 -0.88  O64 0.957
66 H 2.74 0.33 -2.05  O64 0.957
67 O -3.01 -2.53 -1.65  H68 0.957, H69 0.957
68 H -3.80 -2.33 -1.15  O67 0.957
69 H -2.79 -3.43 -1.43  O67 0.957
70 O -4.39 -0.67 -0.11  H71 0.957, H72 0.957
71 H -4.37 -0.60 0.85  O70 0.957
72 H -5.31 -0.80 -0.33  O70 0.957
73 O -0.62 -2.41 0.79  H74 0.957, H75 0.957
74 H -1.44 -2.90 0.68  O73 0.957
75 H 0.05 -2.98 0.41  O73 0.957
76 O -3.77 -0.29 3.10  H77 0.957, H78 0.957
77 H -4.58 0.19 2.93  O76 0.957
78 H -4.05 -1.20 3.22  O76 0.957
79 O -0.82 -1.07 -2.96  H80 0.957, H81 0.957
80 H -0.96 -0.35 -2.34  O79 0.957
81 H -1.13 -1.85 -2.50  O79 0.957
82 O -2.48 -1.01 5.34  H83 0.957, H84 0.957
83 H -3.05 -0.55 4.71  O82 0.957
84 H -1.60 -0.74 5.10  O82 0.957
85 O -2.92 -4.29 0.53  H86 0.957, H87 0.957
86 H -2.69 -4.80 1.30  O85 0.957
87 H -3.88 -4.35 0.49  O85 0.957

(x)
The following is a quantum chemistry calculation of a cluster of 29 separate species, H58O29 in total, from OMol25.

## Properties
Orbital gap   11.1 eV
HOMO   -11.2 eV
2S+1   1

Last columns: bonded neighbours and bond lengths (Å).
Geometry (Å):
1 O -0.05 -3.82 -0.39  H2 0.984, H3 1.005
2 H 0.81 -4.24 -0.18  O1 0.984
3 H -0.02 -2.89 -0.01  O1 1.005
4 O 3.85 1.83 2.64  H5 0.956, H6 0.958
5 H 3.85 2.31 1.81  O4 0.956
6 H 4.01 1.00 2.20  O4 0.958
7 O -2.42 2.89 -0.90  H8 0.947, H9 0.988
8 H -1.83 3.35 -0.32  O7 0.947
9 H -3.16 2.41 -0.44  O7 0.988
10 O 0.38 -0.04 -0.26  H11 0.963, H12 0.973
11 H 0.32 0.11 -1.21  O10 0.963
12 H 1.08 -0.71 -0.18  O10 0.973
13 O -4.44 1.39 0.86  H14 0.943, H15 0.963
14 H -4.69 1.53 1.76  O13 0.943
15 H -4.11 0.49 0.75  O13 0.963
16 O 2.32 -2.10 1.22  H17 0.940, H18 0.966
17 H 2.96 -1.41 1.11  O16 0.940
18 H 1.84 -1.86 2.02  O16 0.966
19 O 2.37 -4.85 0.51  H20 0.927, H21 1.011
20 H 2.64 -5.31 1.27  O19 0.927
21 H 2.44 -3.89 0.83  O19 1.011
22 O 4.69 2.51 -0.98  H23 0.976, H24 0.982
23 H 5.57 2.89 -0.80  O22 0.976
24 H 4.06 3.25 -1.16  O22 0.982
25 O -3.49 2.49 3.61  H26 0.951, H27 0.965
26 H -3.60 3.43 3.57  O25 0.951
27 H -2.68 2.13 4.00  O25 0.965
28 O -2.38 -0.62 0.21  H29 0.952, H30 0.959
29 H -1.57 -0.27 -0.13  O28 0.952
30 H -2.70 -1.14 -0.53  O28 0.959
31 O 4.59 -2.52 -1.71  H32 0.922, H33 0.958
32 H 4.87 -3.25 -1.22  O31 0.922
33 H 3.63 -2.56 -1.62  O31 0.958
34 O -1.62 0.79 4.85  H35 0.952, H36 0.976
35 H -0.72 1.04 4.69  O34 0.952
36 H -1.81 -0.06 4.40  O34 0.976
37 O -1.41 3.50 1.74  H38 0.977, H39 0.983
38 H -1.84 4.10 2.38  O37 0.977
39 H -1.89 2.68 1.95  O37 0.983
40 O -3.80 0.64 -4.24  H41 0.951, H42 0.987
41 H -3.12 0.51 -3.59  O40 0.951
42 H -4.53 1.09 -3.75  O40 0.987
43 O 2.55 4.60 -1.33  H44 0.960, H45 0.982
44 H 2.21 4.23 -0.51  O43 0.960
45 H 2.00 4.15 -2.00  O43 0.982
46 O 1.37 1.18 4.42  H47 0.971, H48 0.944
47 H 1.88 1.51 5.17  O46 0.971
48 H 1.92 1.36 3.67  O46 0.944
49 O -3.59 -2.53 -2.46  H50 0.977, H51 0.974
50 H -4.20 -2.84 -3.17  O49 0.977
51 H -3.59 -3.20 -1.75  O49 0.974
52 O -2.43 3.72 -4.19  H53 0.966, H54 0.941
53 H -2.61 3.86 -3.25  O52 0.966
54 H -3.08 3.08 -4.42  O52 0.941
55 O 0.16 3.23 -2.92  H56 0.969, H57 0.967
56 H -0.28 3.32 -3.78  O55 0.969
57 H -0.49 2.86 -2.31  O55 0.967
58 O -2.25 -1.40 3.42  H59 0.910, H60 0.963
59 H -2.55 -1.01 2.66  O58 0.910
60 H -2.32 -2.35 3.27  O58 0.963
61 O 2.30 1.23 -3.03  H62 0.995, H63 0.988
62 H 3.05 1.79 -2.70  O61 0.995
63 H 1.57 1.88 -2.94  O61 0.988
64 O 0.89 -1.73 3.75  H65 0.952, H66 0.990
65 H 0.95 -0.97 4.31  O64 0.952
66 H -0.07 -1.67 3.51  O64 0.990
67 O 1.70 2.89 0.74  H68 0.963, H69 0.983
68 H 0.97 3.29 1.23  O67 0.963
69 H 1.36 2.12 0.24  O67 0.983
70 O -0.89 0.26 -2.97  H71 0.969, H72 0.992
71 H -0.87 -0.57 -3.47  O70 0.969
72 H -0.59 1.00 -3.57  O70 0.992
73 O -1.20 -3.83 2.46  H74 0.956, H75 1.017
74 H -0.48 -4.17 2.99  O73 0.956
75 H -0.83 -3.89 1.52  O73 1.017
76 O 4.60 -0.34 -0.12  H77 0.948, H78 0.961
77 H 4.94 -0.96 -0.75  O76 0.948
78 H 4.63 0.56 -0.46  O76 0.961
79 O 2.08 -1.54 -1.92  H80 0.985, H81 0.983
80 H 2.49 -0.66 -2.04  O79 0.985
81 H 1.42 -1.66 -2.63  O79 0.983
82 O -2.80 -4.95 -0.69  H83 0.949, H84 0.965
83 H -3.45 -5.21 -0.05  O82 0.949
84 H -1.95 -4.88 -0.25  O82 0.965
85 O -0.84 -2.65 -3.12  H86 0.991, H87 0.973
86 H -1.78 -2.85 -2.88  O85 0.991
87 H -0.34 -3.05 -2.39  O85 0.973

(y)
The following is a quantum chemistry calculation of a cluster of 29 separate species, H58O29 in total, from OMol25.

## Properties
Orbital gap   10.9 eV
HOMO   -10.9 eV
2S+1   1

Last columns: bonded neighbours and bond lengths (Å).
Geometry (Å):
1 O 2.71 3.23 3.09  H2 0.967, H3 0.983
2 H 3.25 2.71 2.47  O1 0.967
3 H 2.15 2.52 3.47  O1 0.983
4 O 4.81 2.11 0.47  H5 0.956, H6 0.958
5 H 5.35 2.90 0.51  O4 0.956
6 H 3.99 2.39 0.07  O4 0.958
7 O -5.83 -0.81 0.51  H8 0.989, H9 0.967
8 H -4.94 -0.41 0.66  O7 0.989
9 H -5.77 -1.69 0.91  O7 0.967
10 O 3.58 0.00 -4.84  H11 0.943, H12 0.974
11 H 3.45 -0.36 -5.70  O10 0.943
12 H 2.77 0.52 -4.68  O10 0.974
13 O 0.36 1.99 -2.65  H14 0.966, H15 0.979
14 H 0.00 2.66 -3.25  O13 0.966
15 H 0.09 1.13 -3.02  O13 0.979
16 O 0.07 -0.41 -3.99  H17 0.986, H18 0.960
17 H -0.84 -0.65 -4.26  O16 0.986
18 H 0.44 -1.27 -3.78  O16 0.960
19 O -3.09 0.88 0.88  H20 0.970, H21 0.971
20 H -2.62 0.04 1.02  O19 0.970
21 H -3.03 1.33 1.73  O19 0.971
22 O -1.52 -3.96 2.56  H23 0.968, H24 0.954
23 H -1.25 -3.66 3.44  O22 0.968
24 H -2.39 -4.33 2.65  O22 0.954
25 O -0.04 -0.24 -0.76  H26 0.952, H27 0.975
26 H -0.45 -0.88 -0.19  O25 0.952
27 H 0.44 -0.83 -1.37  O25 0.975
28 O 1.58 0.64 1.60  H29 0.980, H30 0.989
29 H 2.30 0.00 1.82  O28 0.980
30 H 1.14 0.42 0.75  O28 0.989
31 O -4.23 -0.43 -2.32  H32 0.970, H33 0.968
32 H -4.98 -0.67 -1.76  O31 0.970
33 H -4.13 0.51 -2.10  O31 0.968
34 O -2.55 -0.46 -4.66  H35 0.958, H36 0.963
35 H -2.56 0.50 -4.58  O34 0.958
36 H -3.41 -0.71 -4.31  O34 0.963
37 O -2.14 1.98 3.58  H38 0.998, H39 0.986
38 H -1.77 2.68 2.97  O37 0.998
39 H -2.73 2.46 4.21  O37 0.986
40 O -0.05 0.28 3.80  H41 0.989, H42 0.967
41 H 0.17 0.37 2.84  O40 0.989
42 H -0.79 0.89 3.95  O40 0.967
43 O 2.36 1.24 5.47  H44 0.959, H45 0.989
44 H 3.18 1.50 5.03  O43 0.959
45 H 2.05 0.46 4.95  O43 0.989
46 O 4.47 -0.32 -1.30  H47 0.953, H48 0.986
47 H 4.26 -0.08 -2.20  O46 0.953
48 H 4.63 0.53 -0.81  O46 0.986
49 O 0.40 -2.64 -2.32  H50 0.970, H51 0.982
50 H 0.48 -3.16 -3.13  O49 0.970
51 H 1.26 -2.67 -1.84  O49 0.982
52 O -1.25 3.82 1.70  H53 0.951, H54 0.991
53 H -0.45 4.11 2.14  O52 0.951
54 H -0.97 3.36 0.88  O52 0.991
55 O 2.20 2.61 -0.55  H56 0.984, H57 0.982
56 H 1.72 2.19 -1.31  O55 0.984
57 H 1.81 2.23 0.27  O55 0.982
58 O -0.30 -2.36 4.31  H59 0.948, H60 0.967
59 H 0.18 -2.26 5.13  O58 0.948
60 H -0.21 -1.49 3.90  O58 0.967
61 O -1.18 2.53 -0.69  H62 0.955, H63 1.004
62 H -0.65 2.35 -1.46  O61 0.955
63 H -1.45 1.68 -0.23  O61 1.004
64 O 2.48 -2.12 -0.79  H65 0.976, H66 0.977
65 H 2.13 -2.25 0.11  O64 0.976
66 H 3.16 -1.41 -0.81  O64 0.977
67 O 4.11 -0.29 2.61  H68 0.976, H69 0.954
68 H 4.81 0.34 2.36  O67 0.976
69 H 4.60 -1.09 2.77  O67 0.954
70 O -2.05 -1.77 0.80  H71 0.978, H72 0.952
71 H -2.35 -2.08 -0.07  O70 0.978
72 H -1.77 -2.55 1.28  O70 0.952
73 O 3.32 -4.68 -1.44  H74 0.990, H75 0.969
74 H 2.37 -4.83 -1.19  O73 0.990
75 H 3.45 -3.75 -1.20  O73 0.969
76 O -2.42 -2.58 -1.71  H77 0.965, H78 0.955
77 H -3.07 -1.98 -2.09  O76 0.965
78 H -1.59 -2.50 -2.19  O76 0.955
79 O 1.03 -2.94 1.58  H80 0.973, H81 0.975
80 H 0.32 -3.57 1.37  O79 0.973
81 H 0.82 -2.68 2.49  O79 0.975
82 O -2.68 2.41 -3.78  H83 0.962, H84 0.969
83 H -2.82 3.34 -3.99  O82 0.962
84 H -3.19 2.27 -2.97  O82 0.969
85 O -3.79 2.67 -1.28  H86 0.958, H87 0.985
86 H -4.10 2.20 -0.50  O85 0.958
87 H -2.85 2.83 -1.01  O85 0.985

The most stable arrangement is (y), and the next structure is 0.953 eV less stable.

(w)
The following is a quantum chemistry calculation of a cluster of 2 separate species, C4H7BrO in total, from OMol25.

## Properties
Orbital gap (alpha / beta)   7.6 / 7.6 eV
HOMO (alpha / beta)   -8.7 / -8.7 eV
2S+1   1

Last columns: bonded neighbours and bond lengths (Å).
Geometry (Å):
1 C -1.79 1.70 -0.02  C2 1.280, H7 1.133, H8 1.103
2 C -2.14 0.47 0.06  C1 1.280, Br6 1.801
3 C 1.87 -0.90 -0.52  C4 1.531, H9 1.125, H10 1.043, H11 1.094
4 C 0.84 -0.51 0.54  C3 1.531, O5 1.331, H12 1.079, H13 1.207
5 O -0.36 -0.99 0.24  C4 1.331
6 Br -3.43 -0.75 -0.26  C2 1.801
7 H -2.57 2.46 -0.33  C1 1.133
8 H -0.91 2.08 0.51  C1 1.103
9 H 2.96 -0.86 -0.23  C3 1.125
10 H 1.80 -1.90 -0.80  C3 1.043
11 H 1.66 -0.38 -1.46  C3 1.094
12 H 0.79 0.56 0.71  C4 1.079
13 H 1.28 -0.99 1.56  C4 1.207

(x)
The following is a quantum chemistry calculation of an isolated molecule of C4H7BrO, from OMol25.

## Properties
Orbital gap   10.2 eV
HOMO   -9.6 eV
2S+1   1
SMILES   CC[C@@H](Br)C=O

Last columns: bonded neighbours and bond lengths (Å).
Geometry (Å):
1 C 0.97 -0.57 -1.81  C2 1.515, O5 1.253, H8 1.101
2 C -0.08 -0.40 -0.73  C1 1.515, C4 1.492, Br6 1.854, H7 1.189
3 C -0.80 0.55 1.55  C4 1.548, H9 1.171, H10 1.180, H11 1.202
4 C 0.16 0.62 0.34  C2 1.492, C3 1.548, H12 1.113, H13 1.017
5 O 2.08 0.00 -1.70  C1 1.253
6 Br -1.63 -1.40 -0.86  C2 1.854
7 H 0.71 -1.20 -0.35  C2 1.189
8 H 0.68 -1.13 -2.71  C1 1.101
9 H -0.40 1.11 2.50  C3 1.171
10 H -1.12 -0.55 1.84  C3 1.180
11 H -1.86 1.09 1.41  C3 1.202
12 H 1.21 0.33 0.58  C4 1.113
13 H 0.06 1.55 -0.06  C4 1.017

The most stable arrangement is (x), and the next structure is 2.940 eV less stable.